1.
Formula: C10H16
Source: the Open Molecules 2025 dataset
Level of theory: wB97M-V/def2-TZVPD

Geometry as ORCA input:
```
! wB97M-V def2-TZVPD RIJCOSX def2/J DEFGRID3
* xyz 0 1
H -2.42035 -0.44374 1.47736
H -2.56488 -2.10927 1.91904
H -1.05133 -1.49471 1.19380
C 0.76833 -0.56232 -0.80600
C 0.58747 0.76584 -1.18126
C 2.94473 0.82513 -1.83717
H 4.08551 -0.93707 -1.52253
C 2.02422 -1.15859 -0.87727
H -2.25772 1.06194 -2.07149
C 1.70757 1.43481 -1.67719
H -1.07256 -2.09537 3.70525
H 3.76646 1.46683 -2.11867
H -2.74219 1.34763 -0.38499
H 1.63417 2.47238 -1.98556
H -0.18942 -0.66288 3.17084
C -1.85523 -1.27848 1.89325
H -0.08431 -1.14571 -0.49232
H -1.88355 -0.13443 -0.92817
C -0.60262 1.59968 -0.76482
H 2.11739 -2.15475 -0.45458
C -1.17649 -1.10104 3.26447
C -1.96516 0.94589 -1.02651
H -1.80371 -0.53154 3.95184
H -0.56750 2.54294 -1.30716
H -0.49492 1.84605 0.29437
C 3.09607 -0.49924 -1.43453
*
```

* SMILES string: CCc1ccccc1.CC
* gap between HOMO and LUMO: 10.018 eV
* relative energy (zero: lowest compared OMol25 entry of this formula, charge and spin): 12.5 kcal per mole
* largest force on an atom: 0.0209 Eh/bohr
* E_tot: -390.6159 a.u.



2.
Formula: C5H8S3
Source: the Open Molecules 2025 dataset
Level of theory: wB97M-V/def2-TZVPD

Geometry as ORCA input:
```
! wB97M-V def2-TZVPD RIJCOSX def2/J DEFGRID3
* xyz 0 1
C -1.06302 -0.81830 -0.13902
C 0.14676 -1.38306 -0.87618
S 1.70436 -1.36101 0.13419
H 2.31586 -0.07618 2.05034
C -0.00575 1.51961 -0.57054
H 0.40549 1.13661 -1.51959
C -1.18139 0.65980 0.00159
H -0.35855 2.55474 -0.74193
S -2.30202 -0.04610 -1.12358
H 0.46199 -0.24291 1.97293
H 0.26389 -0.74033 -1.73767
H -1.68934 1.05355 0.89274
S 1.34888 1.62299 0.65856
H -0.04753 -2.41117 -1.12374
C 1.40692 -0.05797 1.41911
H -1.40654 -1.41028 0.70279
*
```

* SMILES string: C1SC[C@@H]2S[C@@H]2CS1
* gap between HOMO and LUMO: 9.218 eV
* relative energy (zero: lowest compared OMol25 entry of this formula, charge and spin): 11.8 kcal per mole
* largest force on an atom: 0.0448 Eh/bohr
* E_tot: -1389.8467 a.u.



3.
Formula: C5H8Cl2N4O
Source: the Open Molecules 2025 dataset
Level of theory: wB97M-V/def2-TZVPD

Geometry as ORCA input:
```
! wB97M-V def2-TZVPD RIJCOSX def2/J DEFGRID3
* xyz 0 1
Cl 3.55041 2.51712 0.03448
H -1.94666 0.32022 1.29928
H -3.22707 -0.44272 -1.54305
C 2.41338 0.23567 -0.65752
Cl 2.72579 -2.55975 -0.50093
N 0.11503 -0.49998 1.18274
H -0.84952 1.91659 -0.08489
H 3.29137 0.44658 -1.37473
N 1.29980 -1.00867 1.14294
C 2.11802 -0.95926 -0.09633
H 1.76834 -0.98189 2.00478
C 1.88238 1.47567 -0.04579
C -1.81312 0.23323 0.16157
C -2.99489 -0.58030 -0.44202
N 0.92305 1.84861 0.56021
H -0.16053 -0.75617 -0.73488
H -3.99925 -0.45887 -0.05819
H -2.86271 -1.65572 -0.48104
N -0.54493 -0.55290 0.09988
O -1.68886 1.46252 -0.46651
*
```

* gap between HOMO and LUMO (spin up / spin down): 6.826 / 6.826 eV
* relative energy (zero: lowest compared OMol25 entry of this formula, charge and spin): 0.0 kcal per mole
* largest force on an atom: 0.1016 Eh/bohr
* E_tot: -1409.7937 a.u.



4.
Formula: C50H59IrNOP2S4Sb
Source: the Open Molecules 2025 dataset
Level of theory: wB97M-V/def2-TZVPD

Geometry as ORCA input:
```
! wB97M-V def2-TZVPD RIJCOSX def2/J DEFGRID3
* xyz 2 5
H -2.96745 5.08647 0.35652
C 1.75912 -4.37717 1.97341
H 1.72745 3.06164 2.34668
C 0.76658 3.95136 -2.51819
H -3.96556 4.60748 -1.85656
S 1.25494 -0.72924 -4.72074
C -5.62831 -1.92229 1.25334
H 2.73471 -4.82194 1.81533
H 4.75965 3.87813 1.91194
S -1.30391 2.59090 -4.76806
H -3.81480 -3.03397 1.39799
H 1.48322 -5.28767 3.89905
H 5.82918 1.49729 -0.27451
H 1.62793 -0.29250 4.29113
H 0.03298 -4.14478 -4.31147
H -1.42099 -0.65829 -3.24440
C -2.72934 1.53761 -1.13662
C 2.38009 4.82890 -3.91894
C 1.05485 -4.64021 3.14253
C -2.71830 0.47506 -4.63886
C 1.45778 5.11016 -2.95381
H -0.01482 3.94004 -1.76804
C 3.21771 -0.74965 2.88602
C -2.90618 4.08896 -0.06266
C 1.54326 0.35025 -3.41608
C -2.99557 1.19150 4.59494
C -0.40212 -3.15087 -2.46444
H 3.81424 0.78422 4.30648
C -0.68772 1.84089 4.78114
C 2.79884 0.16562 -2.90708
S 2.42405 3.16344 -4.29120
H 4.17640 2.72503 3.10939
C 3.39393 2.41866 1.10299
C 2.77835 -1.47171 -4.53130
C -0.04970 -2.98403 1.20000
C 1.18125 2.81433 -3.16229
H -2.11346 2.01256 6.37380
H 0.49940 -2.54678 -2.49704
C 4.81223 -1.85013 -0.25364
H 5.41369 2.24190 1.94501
H 1.07723 -1.25670 2.91108
H 5.53761 -0.46565 1.22301
H -3.15364 -3.72598 -0.55468
H 5.18729 0.57499 -1.63529
C -0.73540 1.32051 -3.76916
C 3.50815 -0.89327 -3.53799
C -1.29787 -3.00218 -1.40304
H 3.07453 -2.28068 -5.18443
H 5.17027 0.16044 3.36141
H -7.13104 1.31496 0.02418
Sb 3.05278 0.29134 0.99412
N -1.95701 -0.96633 0.58997
H 3.64347 -1.68493 2.50576
H -7.44844 -0.36745 -0.51886
C 0.56699 1.42656 -2.97973
H 2.03495 -1.99947 4.18736
H 1.31957 2.91621 0.62126
O 0.24512 1.32944 -1.59463
C -3.46922 3.81870 -1.30335
H 4.51677 -1.19499 -3.28908
H -3.62180 -1.49947 -0.57295
C -1.51385 0.91277 2.70941
P -0.68890 -1.90015 -0.10620
H 4.46312 -0.81784 4.64304
C 4.96266 -0.43051 0.29268
C -4.10238 -1.98573 1.47413
C -0.19523 -4.07069 3.34505
H -3.39023 2.12153 -5.93400
C -2.78251 0.81064 3.28104
H 6.69337 0.08905 -0.87693
H 4.22426 -1.85590 -1.17584
H 3.04339 5.51589 -4.42488
C -2.72956 -4.65489 -2.41920
C -2.17343 1.79583 0.11613
H -3.62269 0.46603 2.68704
C -3.38230 2.53912 -1.84033
H -1.83323 3.30876 1.61770
H 3.73143 2.60712 0.07773
C -1.94456 1.70713 5.34805
H -3.85103 -1.66129 2.48545
C -2.46031 -3.77429 -1.38336
C -0.47446 1.43743 3.46735
H -1.70701 -2.77565 2.55442
H 4.32330 -2.52143 0.45852
C 1.21274 -3.54696 1.00581
H -3.82167 -0.11416 0.47156
C -1.59231 0.25599 -3.79888
C -2.68276 1.70134 -5.23345
H -3.63378 -5.25030 -2.39682
Ir 0.79394 -0.12590 -0.35666
H 2.29520 4.26951 1.20093
C -0.74733 -3.24372 2.37588
H -3.78918 2.32331 -2.82251
C -3.39463 -1.12260 0.43089
H 0.12866 2.25531 5.36005
C -1.83510 -4.79151 -3.47400
S -6.25475 -0.26237 1.53061
C -6.71092 0.31632 -0.08680
C 5.69579 0.49106 -0.67622
H 5.79385 -2.27586 -0.47929
H 0.50931 1.53480 3.02202
H -0.73895 -4.26815 4.26189
H -5.81889 0.34694 -0.72324
C 1.90966 -1.08785 3.59643
H -2.04730 -5.48761 -4.27596
C 4.50054 2.82727 2.07120
H -5.91141 -2.23959 0.24873
H -3.98311 1.10651 5.03368
H 3.20721 0.81208 -2.14231
H -6.14781 -2.54516 1.98903
H 1.28040 6.10766 -2.57370
C 4.22771 -0.11314 3.84011
H 1.76620 -3.33754 0.09586
C -2.26249 3.08311 0.64818
C 2.10304 3.19982 1.32719
C -0.66849 -4.04347 -3.49264
H -2.61726 0.56065 -1.59403
P -1.17909 0.53739 0.96741
H -3.50077 -0.25329 -4.81469
*
```

* gap between HOMO and LUMO (spin up / spin down): 6.914 / 2.432 eV
* relative energy (zero: lowest compared OMol25 entry of this formula, charge and spin): 5.4 kcal per mole
* largest force on an atom: 0.0082 Eh/bohr
* E_tot: -4690.1008 a.u.